*1*
C4H6N2 | the ωB97M-V functional and the def2-TZVPD basis

Bonds (Å) are listed after each position.
Atoms and positions in Å:
1 N 0.777 0.330 -2.565  C2 1.151
2 C 0.323 0.090 -1.535  N1 1.151, C3 1.413
3 C -0.172 0.039 -0.212  C2 1.413, N4 1.426, C5 1.515, C6 1.490
4 N -1.395 0.728 0.038  C3 1.426, H7 1.016, H8 1.017
5 C 0.166 -1.126 0.696  C3 1.515, C6 1.467, H9 1.084, H10 1.079
6 C 0.955 0.109 0.759  C3 1.490, C5 1.467, H11 1.151, H12 1.083
7 H -1.352 1.687 -0.294  N4 1.016
8 H -2.161 0.268 -0.448  N4 1.017
9 H 0.686 -1.983 0.285  C5 1.084
10 H -0.596 -1.322 1.433  C5 1.079
11 H 0.777 1.050 1.399  C6 1.151
12 H 1.992 0.130 0.445  C6 1.083

Its molar mass is 82.1 u. As for the SMILES: N#CC1(N)CC1. For the LUMO energy, the calculation gives 0.924 eV. Its net charge is 0.

Atomic partial charges in e from the Mulliken method, atoms 1 to 2:
1 N -0.465
2 C 0.163


*2*
C4H6N2 | the ωB97M-V functional and the def2-TZVPD basis

Bonds (Å) are listed after each position.
Atoms and positions in Å:
1 N 2.084 -0.071 -0.087  C2 1.436, H7 1.221, H8 1.233
2 C 0.663 0.108 0.026  N1 1.436, C3 1.397, N6 1.373
3 C -0.222 1.188 0.037  C2 1.397, C4 1.426, H9 1.099
4 C -1.534 0.630 -0.002  C3 1.426, C5 1.380, H10 1.116
5 C -1.381 -0.741 -0.026  C4 1.380, N6 1.343, H11 1.091
6 N -0.074 -1.050 -0.006  C2 1.373, C5 1.343, H12 0.998
7 H 2.364 1.017 -0.566  N1 1.221
8 H 2.532 -0.307 1.037  N1 1.233
9 H 0.088 2.242 0.068  C3 1.099
10 H -2.464 1.246 0.011  C4 1.116
11 H -2.112 -1.541 0.103  C5 1.091
12 H 0.372 -1.919 -0.211  N6 0.998

Its molar mass is 82.1 u. As for the SMILES: Nc1ccc[nH]1. For the LUMO energy, the calculation gives 0.809 eV. Its net charge is 0.

Atomic partial charges in e from the Mulliken method, atoms 1 to 2:
1 N -0.611
2 C 0.082


We find *1* to be the most stable, with the next structure 4.3 kcal/mol higher.